(1)
Computed, not measured: a structure of composition C4H12B2CoF8O4, with the ωB97M-V functional and the def2-TZVPD basis.

## Properties
LUMO level (alpha / beta), Eh: -0.013 / -0.014
HOMO level (alpha / beta), eV: -11.54 / -11.54
E_tot, hartree: -2692.4167
HOMO-LUMO gap (alpha / beta), Ha: 0.41077 / 0.40973
Charge: 0
Spin multiplicity: 4

Positions of all 31 atoms, in Å:
1 Co -18.3125 17.1044 9.9376
2 F -17.3352 18.8023 11.3942
3 F -18.9286 15.1244 9.4402
4 F -18.5390 20.7819 11.2814
5 F -16.8335 20.4155 9.8104
6 F -19.6456 13.7298 7.7578
7 F -21.1539 14.7253 9.1740
8 F -19.7385 13.0497 9.9555
9 F -18.7190 19.1173 9.6462
10 O -16.2584 16.9009 9.6107
11 O -20.2723 17.2759 10.7006
12 O -18.2399 17.0434 7.8256
13 O -17.9972 16.1369 11.7857
14 C -15.8209 17.1836 8.2516
15 C -17.0243 17.7600 7.4987
16 C -20.3564 16.5638 11.9713
17 C -19.0159 16.6736 12.6726
18 B -19.8701 14.1294 9.0681
19 B -17.8552 19.8125 10.5616
20 H -20.6868 15.5253 11.9932
21 H -18.7138 17.0065 6.9916
22 H -18.9649 15.9779 13.5224
23 H -15.5301 16.2647 7.7457
24 H -16.8935 17.7373 6.4121
25 H -18.8406 17.6436 13.1438
26 H -17.2291 15.9437 12.3290
27 H -21.1802 17.3507 10.3892
28 H -15.4362 16.7804 10.0947
29 H -15.0562 17.9528 8.3280
30 H -21.0893 17.1837 12.4989
31 H -17.1918 18.8288 7.6690

(2)
Computed, not measured: a structure of composition C25H46ClMnN2O6PSi4, with the ωB97M-V functional and the def2-TZVPD basis.

## Properties
LUMO level (alpha / beta), Eh: -0.043 / -0.045
HOMO level (alpha / beta), eV: -6.14 / -8.09
E_tot, hartree: -4651.4983
HOMO-LUMO gap (alpha / beta), Ha: 0.18218 / 0.25242
Charge: 0
Spin multiplicity: 6

Positions of all 86 atoms, in Å:
1 Mn -0.7910 0.4158 -0.5673
2 Cl -2.7461 3.3256 -1.1646
3 P -1.9733 -0.2019 -2.9342
4 Si 1.2538 1.8118 -1.0512
5 Si 2.1271 -1.1785 1.9034
6 Si 1.9259 -2.3223 -1.8255
7 Si 0.9585 -0.9920 -0.1230
8 O -4.1251 3.0303 -0.9405
9 O -2.2508 4.3030 -0.2409
10 O -2.5038 3.7283 -2.5200
11 O 0.2005 5.4933 5.3785
12 O 0.0699 3.8958 6.8843
13 O -1.9971 2.0344 -0.9383
14 N -1.3162 0.3250 1.7274
15 N -1.7062 -1.7056 -0.0211
16 C -0.4335 3.5489 3.2908
17 C -1.9264 1.1344 -4.1817
18 C -0.0201 4.2066 5.7315
19 C -0.7513 2.5849 2.3493
20 C -3.1800 -3.9568 0.7872
21 C 1.0360 2.4484 -2.7912
22 C -0.6210 1.9201 5.0230
23 C 3.7768 -2.5273 -1.7373
24 C 1.1738 -2.3251 3.0210
25 C -0.9370 0.9552 4.0865
26 C -3.7550 -0.2131 -2.5165
27 C 1.1636 -4.0265 -1.8686
28 C -1.8561 -1.6609 -4.0778
29 C -2.9829 -2.9192 1.6469
30 C 1.4884 3.2907 0.0645
31 C 2.2967 0.4970 2.6954
32 C 1.5615 -1.4184 -3.4372
33 C -1.0194 1.2782 2.7247
34 C -0.3648 3.2327 4.6433
35 C 2.9846 1.0210 -1.0662
36 C -2.2470 -1.7827 1.2333
37 C -1.9191 -2.7572 -0.8472
38 C 3.8341 -1.8671 1.6268
39 C -2.0281 -0.7061 2.1015
40 C -2.6329 -3.8718 -0.5159
41 H 3.0640 0.1680 -1.7517
42 H 0.1302 3.0507 -2.9009
43 H -3.7446 -4.8290 1.0928
44 H 2.3871 -0.7470 -3.6954
45 H 0.0728 -3.9982 -1.8697
46 H -2.4616 -0.7607 3.0975
47 H 0.6394 3.9791 0.0208
48 H 3.7034 1.7812 -1.4037
49 H -1.0885 -2.3743 -3.7760
50 H 1.6528 3.0073 1.1066
51 H -2.7106 0.9597 -4.9198
52 H -1.0772 -0.0693 4.4125
53 H -0.2446 4.5518 2.9182
54 H 1.3378 0.8482 3.0844
55 H -1.4858 -2.6713 -1.8298
56 H -2.7706 -4.6619 -1.2419
57 H -2.0766 2.1097 -3.7175
58 H 2.3818 3.8080 -0.3045
59 H 0.0616 5.6177 4.4337
60 H -4.0071 -1.1231 -1.9727
61 H 4.1172 -2.9143 -2.7050
62 H -4.3474 -0.1621 -3.4311
63 H 0.6594 -0.8088 -3.3570
64 H 3.3069 0.6877 -0.0682
65 H -3.3805 -2.9388 2.6552
66 H 0.1469 -1.9670 3.1618
67 H 1.9070 3.0798 -3.0042
68 H 1.1233 -3.3417 2.6142
69 H -3.9938 0.6466 -1.8901
70 H 1.6586 -2.3729 4.0024
71 H 2.6640 1.2498 1.9901
72 H 4.4006 -1.2720 0.9034
73 H 1.4303 -2.1199 -4.2693
74 H -1.5992 -1.3069 -5.0758
75 H 4.3777 -1.8504 2.5779
76 H -2.8163 -2.1764 -4.1224
77 H 1.4950 -4.5457 -2.7747
78 H 4.2867 -1.5753 -1.5552
79 H 3.0042 0.4419 3.5303
80 H -0.9582 1.1330 -4.6842
81 H 4.0840 -3.2311 -0.9596
82 H -0.5564 1.6720 6.0742
83 H 3.8053 -2.9004 1.2692
84 H 1.0111 1.6400 -3.5286
85 H 1.4751 -4.6211 -1.0026
86 H -0.8320 2.8585 1.3133

(3)
Computed, not measured: a cluster of 2 separate species, C2H6BrIOSi in total, with the ωB97M-V functional and the def2-TZVPD basis.

## Properties
LUMO level (alpha / beta), Eh: -0.012 / -0.012
SMILES string: C=[Si](Br)I.CO
HOMO level (alpha / beta), eV: -8.51 / -8.51
E_tot, hartree: -3316.2426
HOMO-LUMO gap (alpha / beta), Ha: 0.30076 / 0.30072
Charge: 0
Spin multiplicity: 1

Positions of all 12 atoms, in Å:
1 I 2.0855 0.9667 1.1225
2 Br 3.3528 -2.5709 1.3639
3 Si 2.0434 -1.2685 0.1174
4 O -1.4280 0.3945 0.3677
5 C 1.1580 -1.7987 -1.2936
6 C -1.8204 1.7337 0.1682
7 H -2.7470 1.9640 0.7045
8 H 1.2260 -2.8095 -1.6557
9 H -1.0389 2.4332 0.4837
10 H 0.4685 -1.1442 -1.7935
11 H -1.3075 0.2494 1.3137
12 H -1.9926 1.8505 -0.8989

(4)
Computed, not measured: a structure of composition C43H64BInN6P2, with the ωB97M-V functional and the def2-TZVPD basis.

## Properties
LUMO level, Eh: -0.185
HOMO level, eV: -12.33
E_tot, hartree: -2902.8171
HOMO-LUMO gap, Ha: 0.26818
Charge: +2
Spin multiplicity: 1

Positions of all 117 atoms, in Å:
1 In 0.6209 -0.1370 0.2004
2 P -3.0139 -0.8698 -0.1354
3 P -0.3349 3.9371 0.0244
4 N -0.2918 -0.0830 2.2905
5 N -0.1453 2.0922 -2.0762
6 N 2.0742 -1.2646 1.7859
7 N 2.9605 0.4245 -0.4166
8 N -1.5359 0.2400 -2.1949
9 N 1.2071 -2.2264 -0.6261
10 C 1.1071 4.5468 1.0745
11 C -0.9367 3.1352 -4.2441
12 C 2.0368 3.3524 1.2868
13 C -2.4799 -0.8468 -1.9179
14 C -2.4057 -3.5585 -0.1989
15 C 2.5905 -4.1547 -0.5174
16 C -1.2586 5.4159 -0.6607
17 C 1.9341 5.7130 0.5342
18 C 4.9385 2.0713 -1.4437
19 C 2.1777 -2.9253 -0.0318
20 C -1.1982 0.8460 2.6098
21 C -0.3469 -0.9225 4.5086
22 C -3.9410 1.6706 -0.5190
23 C 2.0142 -4.6498 -1.6748
24 C -0.9319 2.1809 -3.2377
25 C 0.5180 3.2686 -1.5181
26 C -2.6277 1.8388 -5.3905
27 C -0.5253 6.2192 -1.7478
28 C -1.6745 6.3352 0.4938
29 C 4.9330 1.7186 -0.1067
30 C -5.5964 -0.0433 -1.2240
31 C 4.0664 0.3513 1.7933
32 C -1.7177 0.9419 3.8855
33 C 0.1327 -0.9480 3.2135
34 C 2.8438 -0.2129 2.5085
35 C -2.6077 0.8693 -4.3978
36 C 1.0460 -3.8956 -2.3225
37 C 0.5351 4.9176 2.4552
38 C -4.8303 -3.0970 -0.5419
39 C -1.2903 0.0375 4.8467
40 C -2.5451 4.8232 -1.2576
41 C -5.1502 0.3328 1.1936
42 C 0.6696 -2.6943 -1.7625
43 C 2.9018 -2.2670 1.1164
44 C 3.9563 1.5566 -2.2790
45 C -3.7540 -2.7563 1.7019
46 C 1.1502 -1.9353 2.7146
47 C -1.7530 1.0549 -3.3212
48 C 3.9440 0.8719 0.3790
49 C -1.7990 2.9552 -5.3162
50 C -3.5649 -2.6326 0.1801
51 C 2.9873 0.7536 -1.7200
52 C -4.5080 0.2779 -0.1971
53 B -0.5146 0.8831 -1.4174
54 H -4.9308 -4.1804 -0.4359
55 H -0.7364 5.8176 -2.7405
56 H -5.8724 1.1524 1.2245
57 H 1.6872 -2.3987 3.5482
58 H -0.1413 4.1455 2.8302
59 H -6.2073 -0.8952 -0.9355
60 H 0.5562 6.2494 -1.6219
61 H -3.1271 4.2914 -0.5029
62 H -1.4971 1.5189 1.8128
63 H 2.1494 0.5965 2.7325
64 H -3.2406 -0.0048 -4.4752
65 H -2.3422 4.1355 -2.0795
66 H -3.2869 1.7174 -6.2389
67 H -1.8195 3.6891 -6.1100
68 H -2.5586 -4.5338 0.2698
69 H 3.7705 -1.7828 0.6758
70 H -1.4484 -3.1708 0.1618
71 H -4.0838 -3.7695 1.9443
72 H 5.7008 2.0806 0.5642
73 H -1.6792 0.0853 5.8552
74 H -2.3353 -3.7244 -1.2755
75 H -2.4160 7.0485 0.1276
76 H 5.7026 2.7317 -1.8318
77 H 3.3680 -4.7031 -0.0022
78 H -2.1316 5.7745 1.3126
79 H -4.7470 2.4035 -0.4246
80 H -2.4397 1.7120 4.1182
81 H -4.4975 -2.0655 2.0938
82 H -4.4131 0.5097 1.9790
83 H 2.7198 5.9664 1.2522
84 H -2.8131 -2.5722 2.2304
85 H 0.5517 4.0280 -2.2952
86 H 2.4230 5.4616 -0.4107
87 H 3.1788 -0.6127 3.4719
88 H 2.1777 0.3654 -2.3302
89 H -3.5621 1.7390 -1.5394
90 H 2.7829 3.6057 2.0464
91 H 1.3361 6.6089 0.3781
92 H 2.3275 -5.6043 -2.0760
93 H 3.9320 1.7814 -3.3354
94 H -2.0873 -1.8236 -2.2096
95 H 1.4741 2.4855 1.6575
96 H -0.0132 5.8560 2.4361
97 H 2.5705 3.0730 0.3789
98 H -5.2066 -0.2259 -2.2257
99 H -3.1375 1.9691 0.1571
100 H -0.8797 7.2519 -1.7468
101 H 4.8610 -0.4014 1.7802
102 H -5.6925 -0.5824 1.4289
103 H -3.1639 5.6332 -1.6525
104 H -0.8408 6.9125 0.8920
105 H 0.0139 -1.6363 5.2367
106 H -4.8079 -2.8698 -1.6091
107 H 0.6363 -2.7311 2.1652
108 H -5.7258 -2.6482 -0.1140
109 H -0.2909 4.0027 -4.2046
110 H -3.3509 -0.6777 -2.5490
111 H 3.2725 -3.0174 1.8215
112 H -6.2604 0.8214 -1.3019
113 H 1.3537 5.0331 3.1707
114 H -0.0757 -2.0636 -2.2314
115 H 1.5584 3.0341 -1.2799
116 H 0.5870 -4.2335 -3.2404
117 H 4.4574 1.1508 2.4246

(5)
Computed, not measured: the ion C5H10N3 with charge +1, with the ωB97M-V functional and the def2-TZVPD basis.

## Properties
LUMO level (alpha / beta), Eh: -0.124 / -0.274
HOMO level (alpha / beta), eV: -13.87 / -13.46
E_tot, hartree: -360.2987
HOMO-LUMO gap (alpha / beta), Ha: 0.38554 / 0.22048
Charge: +1
Spin multiplicity: 3

Positions of all 18 atoms, in Å:
1 N 0.5369 -0.8043 1.3395
2 N -0.5944 -0.5688 -0.9380
3 N -0.9043 1.3731 -1.7707
4 C -0.3248 0.7328 -0.8177
5 C 0.7281 0.6185 1.4632
6 C -0.4068 -1.5035 -1.9368
7 C 0.5708 1.4583 0.1481
8 C -0.3786 -0.0603 2.2217
9 H -1.3777 0.2110 1.9986
10 H 0.0716 -1.0318 -2.8659
11 H 1.1698 -1.5456 1.6809
12 H -1.3360 -2.1891 -2.1303
13 H 0.4210 -2.1894 -1.4245
14 H -0.1224 -0.4982 3.2660
15 H 1.5749 1.0009 2.0994
16 H 0.1853 2.5573 0.4218
17 H -1.4829 0.9785 -2.5010
18 H 1.6695 1.4605 -0.2545

(6)
Computed, not measured: a structure of composition C14H23ClIO2P2Re, with the ωB97M-V functional and the def2-TZVPD basis.

## Properties
LUMO level (alpha / beta), Eh: -0.498 / -0.519
HOMO level (alpha / beta), eV: -18.43 / -18.43
E_tot, hartree: -2215.3756
HOMO-LUMO gap (alpha / beta), Ha: 0.17957 / 0.15772
Charge: +3
Spin multiplicity: 4

Positions of all 44 atoms, in Å:
1 Re -0.7417 0.4601 -0.9410
2 I 0.7259 2.8093 -0.1196
3 Cl 3.3353 0.6441 1.2890
4 P 0.9255 -0.2109 -2.3768
5 P 1.3869 -0.0568 1.1272
6 O -1.7358 -2.2354 -1.9112
7 O -1.6779 -1.5549 1.2209
8 C 0.7182 0.3903 2.7875
9 C -2.3069 1.6219 -0.2933
10 C 0.0147 2.1521 4.3121
11 C 1.3895 -1.9710 -2.3268
12 C -1.9433 -1.0326 -1.8853
13 C -0.8110 1.2443 4.9869
14 C 1.7888 -1.8380 1.3854
15 C -0.8162 -0.1026 4.6076
16 C 0.4402 0.0371 -4.1204
17 C -0.0378 -0.5295 3.5294
18 C -1.2280 -0.7726 0.4601
19 C -3.1036 -0.3219 -2.5285
20 C 0.7984 1.7141 3.2412
21 C 2.5535 0.6193 -2.3377
22 H -2.8098 0.6217 -3.0132
23 H 2.0385 -2.1817 -3.1878
24 H 2.6425 -2.0993 0.7467
25 H -0.5652 -0.3652 -4.3034
26 H 2.9401 0.6541 -1.3130
27 H -3.5164 -0.9869 -3.2979
28 H -2.1336 2.0186 0.7242
29 H 2.0636 -1.9847 2.4394
30 H 2.4521 1.6412 -2.7198
31 H 0.4821 -2.5838 -2.3855
32 H -3.2519 1.0440 -0.2750
33 H -2.4383 2.4761 -0.9810
34 H -0.0212 -1.5877 3.2761
35 H 0.4482 1.1118 -4.3456
36 H 0.9280 -2.4759 1.1402
37 H 0.0457 3.1995 4.6222
38 H 1.9191 -2.2038 -1.3963
39 H 1.1649 -0.4813 -4.7633
40 H -3.8914 -0.1154 -1.7909
41 H -1.4367 1.5807 5.8154
42 H -1.4325 -0.8260 5.1482
43 H 3.2498 0.0549 -2.9742
44 H 1.4480 2.4229 2.7276

(7)
Computed, not measured: the molecule C3Br2F3N, with the ωB97M-V functional and the def2-TZVPD basis.

## Properties
LUMO level, Eh: -0.091
SMILES string: N#CC(Br)(Br)C(F)(F)F
HOMO level, eV: -11.05
E_tot, hartree: -5616.6580
HOMO-LUMO gap, Ha: 0.31460
Charge: 0
Spin multiplicity: 1

Positions of all 9 atoms, in Å:
1 Br -1.7814 0.9875 1.5665
2 Br 0.9334 -1.0065 1.7800
3 F 1.2691 1.6464 0.2078
4 F -0.0538 1.2265 -1.4379
5 F 1.6380 -0.0487 -1.0612
6 N -1.5828 -2.0216 -0.7472
7 C -0.1438 -0.2492 0.4159
8 C 0.6724 0.6735 -0.4699
9 C -0.9511 -1.2079 -0.2540

(8)
Computed, not measured: a structure of composition CH4O4PS, with the ωB97M-V functional and the def2-TZVPD basis.

## Properties
LUMO level, Eh: 0.150
HOMO level, eV: -4.51
E_tot, hartree: -1081.0671
HOMO-LUMO gap, Ha: 0.31527
Charge: -1
Spin multiplicity: 1

Positions of all 11 atoms, in Å:
1 S -1.8037 -0.2661 0.0806
2 P 0.5634 1.1353 0.2144
3 O -3.0567 -0.1065 -0.6066
4 O -0.6366 0.7534 -0.8103
5 O -1.2606 -1.6004 0.1570
6 O -1.7373 0.4039 1.3433
7 C 1.5465 -0.3921 0.1329
8 H 1.3931 -0.9596 -0.7787
9 H 1.1275 -0.8597 1.0174
10 H 2.5778 -0.2069 -0.0242
11 H 1.2865 2.0987 -0.7258